[1]
Computed, not measured: a molecular structure, C24H30NO6Sm at a distorted geometry, with wB97M-V/def2-TZVPD.

Results
**Relative energy (zero: lowest compared OMol25 entry of this formula, charge and spin)**: 117.8 kJ/mol
**LUMO (alpha / beta)**: 4.139 / 4.139 eV
**⟨S²⟩**: 8.76
**HOMO-LUMO gap (alpha / beta)**: 2.0269 / 2.0299 eV
**Total energy**: -57052.2131 eV

Geometry as ORCA input:
```
! wB97M-V def2-TZVPD RIJCOSX def2/J DEFGRID3
* xyz -2 6
C -2.892 0.872 0.322
H -2.722 3.081 2.853
H -0.576 2.862 3.728
H 5.539 1.169 -2.889
C -2.272 2.006 0.937
C -0.592 1.855 4.146
H -1.795 -0.768 5.892
H 0.121 0.351 -6.339
H -1.449 2.582 0.508
H 2.719 -0.150 -0.080
C 3.117 0.229 -3.077
H 0.702 -1.981 -2.972
H 4.953 2.832 -3.274
C -0.114 -3.328 0.599
H -2.655 0.492 -0.674
C 1.015 0.263 1.124
N -2.870 -1.961 3.157
C 1.535 -1.586 -2.371
H 1.100 1.402 1.153
H -4.573 -0.458 0.995
H 0.684 -1.189 4.861
C 0.895 0.372 -3.863
C -1.642 1.261 4.926
C 0.471 0.899 4.039
C -3.968 1.261 2.342
O 3.486 1.505 -2.886
O -0.319 0.588 -3.853
C 1.687 -0.073 -2.645
O 3.875 -0.594 -3.575
H -0.026 -4.467 0.338
H -4.638 1.166 3.201
H 0.639 2.020 -5.939
C 0.073 -0.293 4.730
H 1.720 0.960 -6.901
O -4.567 -2.394 4.802
H 1.738 -0.063 1.910
O 1.670 0.505 -4.950
H 1.765 1.684 -1.354
O -0.237 -0.104 1.508
H -1.100 -0.833 -1.625
H -1.577 -2.507 -2.179
C 1.297 -1.729 -0.827
H 0.643 -3.049 1.379
C 0.981 0.989 -6.102
C -0.012 -2.330 -0.523
C 4.792 1.767 -3.421
H -2.594 1.724 5.185
C -1.228 -0.061 5.286
H 2.114 -2.344 -0.396
H -2.032 -1.816 -0.549
C -2.945 2.258 2.175
C -3.928 0.401 1.195
C 1.261 0.703 -1.384
H 1.446 1.083 3.584
C -3.729 -2.176 3.990
C -1.200 -1.885 -1.278
H 0.171 0.864 -1.404
H 4.803 1.511 -4.485
H 2.466 -2.082 -2.675
Sm -1.773 0.063 2.691
H -1.063 -3.138 1.167
C 1.610 -0.224 -0.231
*
```


[2]
Computed, not measured: a molecular structure, C24H31BBr51O5 at a distorted geometry, with wB97M-V/def2-TZVPD.

Results
**LUMO**: 0.747 eV
**HOMO-LUMO gap**: 5.4070 eV
**Total energy**: -3608468.1408 eV

Geometry as ORCA input:
```
! wB97M-V def2-TZVPD RIJCOSX def2/J DEFGRID3
* xyz -1 1
H -0.674 2.582 -8.358
Br 7.088 1.290 -9.000
C 3.206 -6.703 2.069
C -2.532 -1.718 0.819
Br 0.689 1.052 2.030
H 4.704 0.660 -9.167
H -7.450 -3.389 -1.559
C -9.017 -1.544 -6.690
Br 2.337 0.142 -4.536
Br 5.524 0.136 -2.393
H 10.924 8.563 6.400
Br -8.794 -4.583 0.138
Br -8.536 1.070 4.760
C 1.845 0.157 0.775
Br -8.265 -1.407 -8.458
C -3.009 -2.487 2.108
H -9.245 -0.542 -6.364
Br 11.275 4.044 3.681
C -1.545 -3.632 5.736
H 2.703 0.793 0.631
Br 1.005 -0.044 -0.945
Br 3.119 -4.954 2.865
H -3.824 -3.132 1.777
Br -0.220 -2.297 6.141
Br 2.588 -8.049 3.301
Br -1.091 -5.335 6.504
Br -0.358 -5.967 10.972
O -3.661 -1.987 -2.362
H -1.911 -4.061 0.370
H 0.476 1.638 -5.150
C -8.414 -3.174 -1.117
Br 5.251 -0.364 -6.994
Br -8.569 1.700 1.641
Br 6.810 5.741 -2.507
Br -8.265 -1.467 -0.245
Br -4.659 1.193 8.212
C 7.298 10.096 -1.837
Br 0.056 4.331 -6.782
O -1.144 -2.020 0.844
Br -0.210 4.413 -9.951
Br 4.916 2.662 -4.233
Br 1.657 -6.764 8.643
O -1.990 -3.386 2.465
C -4.692 -2.296 -3.105
B -1.194 -3.444 1.215
H -5.025 -6.805 -4.719
Br 5.834 9.242 -0.934
Br -10.484 -0.555 2.837
Br -2.789 -6.654 -5.766
C -9.605 1.123 3.161
C -3.688 -0.589 -1.980
C -3.501 -0.220 8.820
Br -2.778 3.857 -8.148
C 10.984 9.212 7.259
H -4.668 -1.983 -4.146
H -1.566 -3.746 4.650
H -10.375 1.861 3.316
Br 7.251 9.760 -3.733
Br -7.768 -2.282 -5.433
H -4.667 0.092 1.243
H -5.343 0.427 -1.201
Br -1.712 0.409 9.125
H 7.996 3.897 -1.380
Br -9.697 -3.136 -2.556
Br 12.817 9.775 7.420
H 6.034 0.535 -4.777
Br -4.270 -4.695 -3.669
C 5.301 1.010 -8.340
H -3.940 1.384 0.293
H 10.499 5.748 2.077
C -2.634 -0.228 0.804
Br -3.652 -7.730 -2.887
C 7.262 4.605 -1.027
H 7.186 11.159 -1.698
Br 5.748 3.593 -0.416
Br -0.792 -0.345 -4.401
Br 8.077 5.611 0.403
Br -3.310 -3.076 6.290
H -1.862 0.157 0.159
C 0.632 0.581 -5.304
C -4.067 -6.513 -4.319
H -2.675 -0.267 -1.828
Br 12.772 6.605 2.518
H -4.046 -0.053 -2.851
C 11.077 5.824 2.985
Br 7.927 1.749 -3.743
Br 2.480 -1.508 1.483
O 0.065 -4.183 1.230
C -4.003 0.315 0.425
Br 9.811 10.701 6.926
Br 4.513 2.653 -7.726
Br 2.263 -6.785 0.396
H -5.219 -1.168 -0.614
C 6.091 1.179 -3.908
H -3.321 -1.823 2.900
Br 10.088 6.952 4.194
Br 10.417 8.190 8.786
Br 8.991 9.594 -1.070
C -4.634 -0.295 -0.828
H -2.398 0.136 1.790
H -3.447 -0.954 8.028
H -2.862 -2.229 -0.075
H 4.242 -6.907 1.858
C -0.875 3.642 -8.318
O -5.625 -2.845 -2.678
Br -10.673 -2.528 -6.695
Br -0.854 -8.612 9.266
Br 0.604 0.280 -7.210
C 0.461 -7.412 10.000
H 1.050 -7.977 10.705
H 0.369 -4.163 0.318
Br -4.218 -1.108 10.370
*
```


[3]
Computed, not measured: 5 unconnected molecules or ions with the total composition C24H31BFN4P at a distorted geometry, with wB97M-V/def2-TZVPD.

Results
**LUMO**: 0.062 eV
**HOMO-LUMO gap**: 7.3383 eV
**SMILES string**: CP(C)BCCF.c1ccncc1.c1ccncc1.c1ccncc1.c1ccncc1
**Total energy**: -44031.2113 eV

Geometry as ORCA input:
```
! wB97M-V def2-TZVPD RIJCOSX def2/J DEFGRID3
* xyz 0 1
H 6.001 -1.591 -0.753
C 2.370 2.611 5.582
H 2.403 3.368 6.356
H 3.239 -4.540 0.142
C 2.464 -1.438 -6.456
H -5.704 0.991 0.519
B 2.214 -0.844 0.094
H -2.371 2.851 3.574
H -7.357 1.578 -1.255
H 4.064 1.425 2.914
H 0.956 0.253 -1.426
H 0.497 1.761 6.224
H -3.427 0.241 -0.183
N 2.501 -0.381 -4.299
N -6.095 1.194 -2.822
C -4.307 0.089 3.614
H 2.207 1.646 -4.257
H 4.861 -0.433 -1.488
C 2.273 0.784 -4.912
H -4.331 -1.275 5.281
H 0.512 0.051 4.413
H -4.686 0.757 -4.245
C 1.318 0.771 4.504
C 1.201 -0.793 -1.155
H 5.035 -2.090 -2.156
H 2.138 -0.194 1.077
C -6.355 1.251 -1.513
C -4.870 0.792 -3.176
C 2.226 -0.218 -7.068
C -4.174 0.508 -0.921
H 1.834 -3.607 -0.437
C -0.160 -1.537 -0.927
H -4.028 1.647 2.152
C -5.437 0.923 -0.528
C 3.295 1.534 3.672
C -2.997 0.383 5.578
H 1.711 -1.290 -2.005
H 2.548 -2.348 -7.035
C 2.591 -1.465 -5.077
N -2.449 1.516 5.126
H 4.231 3.195 4.664
H -2.907 0.118 -2.616
C -3.753 1.261 3.125
C 3.387 2.518 4.643
H -5.028 -0.466 3.026
H -2.668 0.070 6.562
C -3.881 0.438 -2.273
C 2.937 -3.721 -0.537
N 2.285 0.663 3.588
H 2.119 -0.155 -8.144
C -3.922 -0.364 4.866
F -1.172 -0.575 -0.778
H 1.941 1.889 -6.724
C -2.834 1.931 3.915
C 4.997 -1.501 -1.217
H -0.401 -2.066 -1.871
H 2.775 -2.397 -4.552
C 2.127 0.919 -6.283
H 3.208 -4.035 -1.565
P 3.705 -2.090 0.010
C 1.311 1.721 5.512
H -0.170 -2.240 -0.078
*
```


[4]
Computed, not measured: a molecular structure, C24H31Br2N2O2P at a distorted geometry, with wB97M-V/def2-TZVPD.

Results
**Relative energy (zero: lowest compared OMol25 entry of this formula, charge and spin)**: 115.3 kJ/mol
**LUMO**: -1.417 eV
**HOMO-LUMO gap**: 4.7599 eV
**Total energy**: -181836.6652 eV

Geometry as ORCA input:
```
! wB97M-V def2-TZVPD RIJCOSX def2/J DEFGRID3
* xyz 0 1
N 1.702 1.616 -1.076
H -0.480 2.357 -3.432
C 3.024 1.874 -0.515
O -4.934 -3.140 1.972
H 4.244 3.501 0.213
N -0.606 1.983 -1.327
C -5.033 -4.307 2.769
C 1.454 -2.361 1.686
H 4.049 1.793 -2.426
H -4.430 -0.860 0.836
H 3.080 0.060 0.696
H -2.961 1.157 -2.286
H -5.008 -5.211 2.127
H -2.788 1.159 0.269
H 2.167 1.994 -3.133
H -3.831 2.702 -1.962
H -2.619 -4.613 1.987
C -1.761 4.160 -1.057
C 3.609 -2.473 -0.145
H 0.133 -0.056 0.236
H -1.786 2.442 1.107
H 5.081 1.606 -0.966
H -1.493 4.553 -2.056
H 0.048 -1.179 -1.284
H 2.468 3.833 0.284
C -2.847 2.256 -2.215
C -1.319 -3.167 1.038
C -3.717 -2.814 1.435
C 1.367 -1.720 0.423
C 2.521 -1.664 -0.389
H -1.016 4.467 -0.300
H -2.754 4.571 -0.775
H 4.155 1.412 1.261
Br 5.182 -2.322 -1.198
H 2.553 -1.020 -1.260
H -2.341 -0.285 -0.362
H -2.500 2.668 -3.176
Br 2.313 -4.543 3.335
C 1.396 1.983 -2.369
C 0.068 2.171 -2.516
C -2.392 -1.182 0.242
H 0.673 -2.191 2.440
C -2.494 2.228 0.268
C 3.562 -3.517 0.933
C -1.887 2.638 -1.092
O 4.400 -4.440 1.040
H -5.987 -4.248 3.299
C -1.188 -1.896 0.437
H -4.193 -4.354 3.486
P 0.390 1.685 0.014
C 4.112 1.329 -1.431
H 3.348 3.872 -1.307
C -3.599 -1.557 0.789
C 3.274 3.375 -0.319
H 2.354 1.514 1.566
C 0.081 -1.232 -0.091
C 3.144 1.162 0.853
C -2.569 -3.636 1.481
H -0.469 -3.853 1.146
H -3.431 2.831 0.399
C 2.420 -3.336 1.905
H 4.064 0.225 -1.503
*
```


[5]
Computed, not measured: a gas-phase ion, C24H31N2 (charge +1) at a distorted geometry, with wB97M-V/def2-TZVPD.

Results
**Relative energy (zero: lowest compared OMol25 entry of this formula, charge and spin)**: 50.3 kJ/mol
**LUMO**: -2.273 eV
**HOMO-LUMO gap**: 8.3712 eV
**SMILES string**: Cc1ccc([C@H](c2c(C)[nH]c3ccccc23)[N@@H+]2CCC[C@H]2C(C)C)cc1
**Total energy**: -28364.7391 eV

Geometry as ORCA input:
```
! wB97M-V def2-TZVPD RIJCOSX def2/J DEFGRID3
* xyz 1 1
C 2.622 3.000 1.377
C 1.274 2.887 5.056
H -2.917 2.183 3.325
N -0.068 2.052 4.140
C -3.739 -0.311 1.242
H 3.807 2.181 7.400
H 3.329 3.068 0.525
H -1.544 3.414 3.581
C -1.269 2.883 4.502
C -1.372 0.221 1.061
C 2.281 -3.010 1.482
H -5.272 -0.905 -0.196
H -1.648 3.859 6.357
C 3.090 -1.902 1.203
H -0.086 1.191 4.695
C -0.080 1.721 2.725
H 1.700 3.428 4.192
H 3.103 3.488 2.251
H 2.428 3.230 7.718
C 3.070 2.839 6.920
H 1.723 3.578 1.117
C 2.275 1.589 1.641
C -1.417 1.047 2.199
C -4.976 -1.064 0.853
H 4.051 0.869 5.473
H -0.027 2.688 2.207
C 0.495 3.719 6.049
C -2.704 1.352 2.663
H -4.863 -2.148 0.999
H 1.669 1.301 6.386
C 1.009 -2.827 2.045
H 4.088 -1.984 0.769
H -2.400 -1.122 -0.256
C 1.161 1.003 2.264
C -3.823 0.642 2.249
C 2.603 -0.643 1.520
H -0.429 0.093 0.531
H -4.786 0.881 2.687
H -5.813 -0.731 1.483
C 3.236 1.347 4.912
C 2.280 2.050 5.850
H -2.059 2.221 4.913
H -1.011 4.929 5.121
H 3.608 3.687 6.476
C 1.348 -0.438 2.159
H 2.707 0.574 4.339
H 2.635 -4.014 1.267
C -2.503 -0.472 0.608
C 0.535 -1.557 2.399
N 3.118 0.604 1.218
H 1.017 4.668 6.243
H 4.012 0.764 0.732
H 0.368 -3.698 2.212
H 0.449 3.176 7.009
C -0.916 3.928 5.551
H 3.684 2.067 4.204
H -0.466 -1.430 2.815
*
```


[6]
Computed, not measured: a single C24H31N3O4 molecule, with wB97M-V/def2-TZVPD.

Results
**Relative energy (zero: lowest compared OMol25 entry of this formula, charge and spin)**: 69.6 kJ/mol
**LUMO**: 0.697 eV
**HOMO-LUMO gap**: 8.4208 eV
**SMILES string**: COc1cccc(C(=O)NCc2ccc(N3CCN(C(=O)OC(C)(C)C)CC3)cc2)c1
**Total energy**: -38052.6263 eV

Geometry as ORCA input:
```
! wB97M-V def2-TZVPD RIJCOSX def2/J DEFGRID3
* xyz 0 1
H -0.056 0.651 -2.581
C 2.827 -3.057 0.869
N 4.512 -1.308 0.946
C -4.852 -1.083 -0.389
H 5.930 2.250 -1.551
H 4.519 -2.930 2.257
C -0.445 0.640 -0.475
H 2.287 1.893 -0.807
H -3.884 -1.499 -0.630
H 2.432 2.153 0.932
H -6.293 1.680 0.921
H 1.129 -1.339 1.756
C 4.877 2.510 -1.487
N 2.531 -2.334 -0.346
C -4.963 0.203 0.136
O 3.615 0.467 2.024
H 2.671 3.505 -0.183
C 0.206 0.217 -1.626
H 3.276 -1.691 2.542
H -1.424 2.313 -1.406
H -5.910 -2.848 -0.958
C 3.801 -2.260 1.774
O -8.527 0.516 0.673
H 5.504 -2.793 -0.065
C -3.765 1.069 0.367
C 4.156 0.010 1.045
C 1.186 -0.754 -1.574
C 4.321 2.126 -0.115
H 5.612 -1.187 -0.814
C -6.206 0.694 0.493
C -0.100 0.039 0.728
O 4.540 0.697 -0.041
H -8.109 -1.973 -0.381
C 5.093 2.839 0.995
H 1.647 -1.075 -2.496
C 0.884 -0.926 0.792
H 3.871 -3.136 -1.736
C 4.947 -1.883 -0.305
H -9.713 -1.126 1.129
H 4.996 3.914 0.875
C -7.240 -1.351 -0.227
H -9.915 -0.465 -0.520
C -9.722 -0.211 0.528
O -3.654 1.795 1.334
H -2.978 0.361 -1.384
C 1.566 -1.335 -0.358
H -1.574 2.266 0.373
H 3.291 -4.002 0.567
H 1.902 -3.293 1.394
H 6.147 2.571 0.949
H 4.699 2.553 1.966
C 2.828 2.440 -0.038
N -2.838 0.997 -0.615
H 3.561 -1.394 -1.893
C 3.710 -2.203 -1.181
H 4.340 1.976 -2.268
C -5.990 -1.847 -0.560
C -1.549 1.659 -0.535
H -0.604 0.345 1.634
C -7.357 -0.072 0.307
H -10.512 0.446 0.888
H 4.764 3.578 -1.647
*
```


[7]
Computed, not measured: a single C24H31N3O5S2 molecule at a distorted geometry, with wB97M-V/def2-TZVPD.

Results
**LUMO**: -0.195 eV
**HOMO-LUMO gap**: 8.2498 eV
**SMILES string**: CN(C1CCCCC1)S(=O)(=O)c1ccc(S(=O)(=O)N(CC(=O)Nc2ccccc2)C2CC2)cc1
**Total energy**: -61768.5575 eV

Geometry as ORCA input:
```
! wB97M-V def2-TZVPD RIJCOSX def2/J DEFGRID3
* xyz 0 1
C 1.594 3.667 1.358
N 0.281 3.130 1.180
H 2.382 -2.118 -0.206
H -0.935 1.507 1.566
H 3.268 -3.600 -0.598
C -4.028 5.530 5.159
H -0.764 -6.809 -1.853
C 2.781 2.808 1.696
C 0.275 -6.859 -3.736
H 0.504 1.591 2.606
H 3.725 3.038 1.227
N -2.096 3.629 2.639
H -1.651 0.629 -0.904
H -0.377 -4.198 -3.394
S -0.358 3.129 -0.345
H -4.055 5.693 6.226
C 1.209 -0.753 -2.060
C 1.676 -6.800 -3.136
C -3.030 4.470 3.254
H 3.084 0.224 -2.260
H 1.703 -7.387 -2.215
H -0.748 -1.546 -1.815
C 2.056 0.335 -1.950
H 2.399 -7.234 -3.830
C -3.071 4.684 4.628
H 1.731 4.477 0.654
C -3.953 5.109 2.428
C 0.233 1.602 -1.076
O -0.826 2.828 4.374
O -1.786 3.035 -0.185
C 2.225 3.774 2.707
H 0.265 -6.310 -4.680
H 1.692 3.380 3.558
C -0.360 -4.787 -2.478
O 3.236 -2.206 -2.895
C -1.097 2.916 3.196
C -0.617 0.517 -1.190
H 1.042 -5.293 -0.938
H -2.174 3.572 1.625
H -1.070 -4.351 -1.773
C -0.738 -6.234 -2.782
H 1.845 -3.665 0.479
H 0.002 -7.896 -3.944
H -1.735 -6.266 -3.224
C -0.274 2.181 2.117
C -4.904 5.950 2.971
C 2.275 -3.184 -0.399
C 1.045 -4.727 -1.878
S 1.810 -2.300 -2.757
H -2.358 4.190 5.266
C 2.061 -5.355 -2.832
H 2.788 4.668 2.927
H -5.690 6.822 4.763
C -0.123 -0.676 -1.695
H 2.183 2.407 -1.359
C -4.945 6.164 4.339
H 3.059 -5.313 -2.389
H 2.628 1.752 1.860
O 1.036 -2.571 -3.929
N 1.376 -3.346 -1.520
H -5.616 6.441 2.324
O 0.182 4.244 -1.055
H 2.078 -4.773 -3.754
H -3.912 4.938 1.361
C 1.563 1.530 -1.450
*
```


- Which value of total energy does entry 5 give?
  -28364.7391 eV